# 1
Computed, not measured: a cluster of 6 separate species, C36H40N4O22P in total, with ωB97M-V with the def2-TZVPD basis set.

Results
E = -3611.24383 a.u.
HOMO = -10.90 eV
Spin multiplicity = 1
Net charge = +1
HOMO-LUMO gap = 7.0 eV

Geometry as XYZ:
```
103
Properties=species:S:1:pos:R:3:mulliken_charge:R:1
N -4.25 -0.11 -1.37 -0.576
C -3.35 0.90 -0.85 0.752
N -4.17 1.77 -0.01 -0.498
N -2.72 1.48 -2.01 -0.708
C -2.18 0.33 0.02 -0.975
N -2.39 0.43 1.50 0.216
C -1.08 0.23 2.25 -0.815
C -0.35 1.55 2.47 -0.496
C 0.50 1.51 3.75 -0.996
C -0.29 1.79 5.04 -0.560
O 0.06 3.03 5.63 -0.484
P -3.62 -0.69 2.17 0.552
O -3.80 -0.47 3.61 -0.738
H -4.64 -0.73 -0.67 0.115
H -3.78 -0.67 -2.07 0.323
H -3.72 2.67 0.14 0.187
H -5.06 1.93 -0.46 0.298
H -1.95 2.10 -1.78 0.224
H -3.40 2.02 -2.55 0.251
H -2.03 -0.72 -0.20 0.316
H -1.23 0.83 -0.20 0.234
H -2.74 1.37 1.73 0.571
H -1.31 -0.25 3.20 0.751
H -0.48 -0.43 1.63 0.309
H -1.07 2.37 2.56 0.441
H 0.29 1.76 1.62 0.143
H 0.99 0.54 3.82 0.399
H 1.28 2.26 3.68 0.471
H -1.37 1.74 4.85 0.373
H -0.07 1.03 5.79 0.338
H -0.47 3.75 5.24 0.278
H -3.02 -1.88 1.75 0.139
H -4.69 -0.42 1.33 0.254
C 2.00 -1.79 -0.46 -1.101
C 2.98 -2.46 -1.10 0.202
C 4.08 -1.73 -1.88 1.131
O 4.90 -2.45 -2.40 -0.641
C 4.05 -0.29 -1.94 -0.837
C 3.06 0.36 -1.31 0.231
C 1.99 -0.37 -0.53 0.845
O 1.14 0.34 0.02 -0.502
O 2.94 1.68 -1.30 -0.564
O 3.10 -3.76 -1.12 -0.570
H 1.23 -2.31 0.10 0.518
H 4.81 0.22 -2.51 0.561
H 2.16 1.88 -0.75 0.323
H 3.91 -3.96 -1.65 0.380
C -1.32 3.41 11.62 -1.050
C -1.16 4.37 10.70 0.350
C -0.69 4.08 9.29 0.997
O -0.61 5.04 8.54 -0.670
C -0.37 2.72 8.92 -0.856
C -0.53 1.76 9.84 0.470
C -1.03 2.05 11.25 0.985
O -1.14 1.08 11.98 -0.635
O -0.29 0.48 9.63 -0.578
O -1.40 5.65 10.92 -0.558
H -1.66 3.61 12.63 0.427
H -0.02 2.53 7.91 0.320
H -0.50 0.03 10.48 0.383
H -1.21 6.11 10.07 0.381
C 6.37 1.51 -6.16 -1.248
C 7.47 1.75 -6.88 0.472
C 8.69 2.47 -6.31 0.999
O 9.63 2.61 -7.07 -0.622
C 8.65 2.93 -4.94 -1.028
C 7.55 2.69 -4.22 0.314
C 6.34 1.96 -4.79 1.089
O 5.41 1.79 -4.02 -0.608
O 7.38 3.07 -2.96 -0.600
O 7.63 1.38 -8.14 -0.581
H 5.51 0.98 -6.54 0.650
H 9.51 3.45 -4.55 0.441
H 6.49 2.77 -2.71 0.353
H 8.53 1.68 -8.40 0.380
C -6.33 -4.53 -0.21 -1.149
C -7.49 -5.23 -0.17 0.376
C -8.48 -5.13 0.99 1.089
O -9.49 -5.79 0.88 -0.587
C -8.15 -4.28 2.12 -0.946
C -6.99 -3.61 2.08 0.183
C -6.03 -3.69 0.90 1.043
O -5.03 -2.97 0.98 -0.520
O -6.55 -2.78 3.02 -0.567
O -7.89 -6.03 -1.12 -0.553
H -5.64 -4.60 -1.03 0.447
H -8.84 -4.21 2.94 0.459
H -5.63 -2.60 2.73 0.318
H -8.76 -6.39 -0.84 0.389
C 2.21 -0.58 -8.36 -1.143
C 1.42 -1.39 -9.08 0.398
C 1.43 -2.91 -8.91 1.056
O 0.66 -3.53 -9.61 -0.624
C 2.33 -3.50 -7.94 -0.949
C 3.12 -2.68 -7.23 0.324
C 3.09 -1.17 -7.39 1.008
O 3.85 -0.55 -6.66 -0.529
O 3.98 -3.09 -6.31 -0.609
O 0.57 -0.98 -10.00 -0.576
H 2.21 0.50 -8.47 0.455
H 2.35 -4.57 -7.83 0.444
H 4.41 -2.29 -5.96 0.339
H 0.14 -1.79 -10.35 0.382
```

# 2
Computed, not measured: the molecule CH2N4S, with ωB97M-V with the def2-TZVPD basis set.

Results
E = -656.46627 a.u.
HOMO = -10.01 eV
Spin multiplicity = 1
HOMO-LUMO gap = 10.5 eV
SMILES = Sc1nnn[nH]1

Geometry as XYZ:
```
8
Properties=species:S:1:pos:R:3:nbo_charge:R:1
S 0.24 -1.99 -0.72 0.036
C 0.06 -0.24 -0.24 0.205
N -0.40 0.74 -0.98 -0.323
N -0.61 1.77 -0.11 -0.055
N -0.26 1.46 1.08 -0.053
N 0.23 0.22 1.03 -0.391
H 0.38 -1.66 -1.96 0.152
H 0.36 -0.30 1.90 0.429
```

# 3
Computed, not measured: a cluster of 9 separate species, C57H50ClNO21S in total, with ωB97M-V with the def2-TZVPD basis set.

Results
E = -4694.64656 a.u.
HOMO = -8.62 eV
Spin multiplicity = 1
HOMO-LUMO gap = 6.5 eV
SMILES = CCO[C@]1(C)OS(=O)(=O)O[C@]1(Cl)CCCCN.O=C1C=CC(=O)C=C1.O=C1C=CC(=O)C=C1.O=C1C=CC(=O)C=C1.O=C1C=CC(=O)C=C1.O=C1C=CC(=O)C=C1.O=C1C=CC(=O)C=C1.O=C1C=CC(=O)C=C1.O=C1C=CC(=O)C=C1

Geometry as XYZ:
```
131
Properties=species:S:1:pos:R:3:mulliken_charge:R:1
C 8.67 2.35 -1.98 -0.786
C 7.16 3.02 -1.88 -0.181
O 6.28 2.10 -1.14 -0.297
C 5.59 1.15 -2.03 0.571
C 5.96 -0.30 -1.28 -1.050
O 6.17 0.90 -3.39 -0.292
S 4.87 1.12 -4.47 1.083
O 5.10 0.35 -5.80 -0.602
O 4.78 2.59 -4.98 -0.545
O 3.67 0.54 -3.40 -0.294
C 3.92 1.19 -2.08 0.679
Cl 3.21 0.35 -0.56 -0.176
C 3.50 2.77 -1.89 -0.840
C 1.89 3.07 -1.91 -0.353
C 1.08 2.43 -3.18 -0.342
C 0.31 1.01 -2.74 -0.191
N 0.49 -0.03 -3.82 -0.498
H 9.02 2.18 -0.85 0.248
H 9.40 3.03 -2.59 0.330
H 8.57 1.25 -2.43 0.167
H 7.28 3.98 -1.20 0.299
H 6.73 3.40 -2.90 0.256
H 7.09 -0.54 -1.59 0.341
H 5.97 -0.20 -0.11 0.268
H 5.33 -1.19 -1.68 0.137
H 3.88 3.09 -0.81 0.297
H 4.05 3.50 -2.64 0.313
H 1.37 2.80 -0.87 0.258
H 1.78 4.25 -2.00 0.046
H 0.23 3.15 -3.57 0.209
H 1.75 2.15 -4.11 0.204
H -0.86 1.24 -2.69 0.216
H 0.62 0.65 -1.67 0.089
H -0.46 -0.40 -4.05 0.468
H 1.09 -0.83 -3.52 0.109
O 0.69 -5.74 -0.40 -0.616
C 1.68 -5.17 -0.84 0.266
C 1.80 -3.70 -0.83 -0.621
C 2.88 -3.09 -1.31 0.527
C 4.00 -3.85 -1.89 0.518
O 4.99 -3.29 -2.34 -0.595
C 3.88 -5.32 -1.91 -0.254
C 2.80 -5.94 -1.42 -0.613
H 0.97 -3.15 -0.40 0.533
H 2.98 -2.01 -1.31 -0.059
H 4.71 -5.87 -2.34 0.446
H 2.70 -7.02 -1.42 0.432
O -0.47 9.12 0.52 -0.579
C -0.60 7.94 0.21 0.280
C -1.05 6.94 1.19 -0.397
C -1.19 5.65 0.86 -0.418
C -0.92 5.18 -0.52 0.474
O -1.05 4.01 -0.83 -0.447
C -0.47 6.19 -1.50 -0.289
C -0.33 7.47 -1.17 -0.373
H -1.25 7.29 2.20 0.529
H -1.52 4.90 1.57 0.406
H -0.28 5.83 -2.51 0.415
H 0.00 8.22 -1.88 0.428
O 4.92 -5.64 5.87 -0.562
C 4.90 -5.78 4.66 0.083
C 4.96 -7.11 4.04 -0.122
C 4.94 -7.27 2.71 -0.059
C 4.86 -6.10 1.80 0.215
O 4.84 -6.24 0.59 -0.491
C 4.80 -4.76 2.42 -0.440
C 4.82 -4.61 3.75 -0.490
H 5.02 -7.96 4.71 0.474
H 4.98 -8.24 2.24 0.454
H 4.75 -3.92 1.75 0.538
H 4.78 -3.64 4.22 0.429
O -3.09 6.04 3.54 -0.506
C -4.12 6.71 3.63 0.260
C -4.81 6.88 4.93 -0.426
C -5.93 7.61 5.02 -0.529
C -6.52 8.27 3.84 0.376
O -7.54 8.93 3.93 -0.589
C -5.83 8.10 2.55 -0.438
C -4.71 7.37 2.45 0.111
H -4.36 6.39 5.78 0.440
H -6.45 7.75 5.96 0.422
H -6.27 8.59 1.69 0.357
H -4.19 7.23 1.51 0.524
O -5.49 -4.79 -2.34 -0.563
C -4.73 -3.89 -2.68 0.365
C -5.19 -2.49 -2.78 -0.387
C -4.37 -1.51 -3.16 -0.527
C -2.95 -1.78 -3.48 0.436
O -2.19 -0.88 -3.82 -0.639
C -2.49 -3.18 -3.37 -0.298
C -3.31 -4.16 -3.00 -0.422
H -6.24 -2.31 -2.54 0.420
H -4.69 -0.48 -3.24 0.538
H -1.45 -3.36 -3.61 0.493
H -2.99 -5.19 -2.92 0.426
O -11.99 3.97 2.77 -0.547
C -11.00 4.53 2.33 0.277
C -10.88 6.00 2.34 -0.423
C -9.80 6.62 1.85 -0.293
C -8.68 5.85 1.28 0.414
O -7.69 6.42 0.83 -0.535
C -8.80 4.38 1.26 -0.051
C -9.88 3.77 1.75 -0.357
H -11.71 6.55 2.77 0.415
H -9.70 7.70 1.86 0.429
H -7.97 3.83 0.83 0.222
H -9.98 2.69 1.74 0.434
O 4.90 -9.65 3.44 -0.381
C 4.76 -10.83 3.13 0.479
C 4.32 -11.84 4.11 -0.379
C 4.17 -13.12 3.77 -0.386
C 4.45 -13.59 2.40 0.328
O 4.31 -14.77 2.09 -0.544
C 4.89 -12.58 1.42 -0.419
C 5.04 -11.30 1.75 -0.361
H 4.12 -11.48 5.11 0.416
H 3.85 -13.87 4.48 0.397
H 5.09 -12.94 0.41 0.402
H 5.36 -10.55 1.04 0.442
O -3.20 3.05 1.85 -0.551
C -3.89 2.37 1.09 0.376
C -3.57 0.96 0.83 -0.468
C -4.32 0.21 0.01 -0.208
C -5.50 0.78 -0.67 0.337
O -6.18 0.10 -1.42 -0.560
C -5.82 2.20 -0.41 -0.656
C -5.07 2.94 0.41 -0.485
H -2.70 0.56 1.34 0.461
H -4.09 -0.83 -0.19 0.539
H -6.69 2.60 -0.92 0.558
H -5.29 3.98 0.62 0.671
```

# 4
Computed, not measured: a cluster of 2 separate species, C5H8O in total, with ωB97M-V with the def2-TZVPD basis set.

Results
E = -270.41924 a.u.
HOMO = -8.12 eV
Spin multiplicity = 1
HOMO-LUMO gap = 9.1 eV
SMILES = CC=C=C=CO.[H][H]

Geometry as XYZ:
```
14
Properties=species:S:1:pos:R:3:nbo_charge:R:1
C 0.69 1.56 1.71 -0.628
C 1.23 1.17 0.36 -0.255
C 0.76 0.22 -0.41 0.045
C 0.34 -0.72 -1.15 -0.182
C -0.04 -1.72 -1.93 0.132
O -1.07 -2.57 -1.71 -0.661
H 1.39 1.26 2.50 0.219
H 0.56 2.64 1.79 0.218
H -0.28 1.08 1.91 0.217
H 2.12 1.71 0.02 0.219
H 0.48 -1.96 -2.86 0.196
H -1.46 -2.37 -0.84 0.483
H -2.48 0.01 0.61 0.009
H -2.24 -0.31 -0.01 -0.013
```